[1]
Here is 21 unconnected molecules or ions with the total composition H42O21 in a non-equilibrium geometry from the Open Molecules 2025 dataset. Energies are from ωB97M-V/def2-TZVPD.

The HOMO energy comes out at -10.24 eV. The value obtained for the LUMO energy is -0.3 eV. The net charge is 0. The value obtained for the gap between HOMO and LUMO is 9.990 eV.

```
63
H42O21 | the Open Molecules 2025 dataset | ωB97M-V/def2-TZVPD
H 3.978 2.942 -1.399
H 2.109 2.762 1.288
H 2.121 -0.092 -0.120
H -1.077 2.782 -2.630
H -3.805 -0.563 2.562
O 0.567 -2.011 4.274
O -1.314 0.306 -3.392
H 2.040 1.450 -0.387
H 2.672 1.374 -3.605
H -1.673 -0.599 0.546
H 2.913 -2.655 -3.370
H -3.473 -1.204 3.898
H -1.695 -2.808 -0.717
O 3.773 -0.412 1.809
H 1.444 0.506 -3.193
H -3.462 -2.405 -1.369
H -1.838 3.822 2.160
O 1.636 3.485 1.727
H -0.481 -2.998 0.290
O 0.022 4.743 -0.613
H -2.511 2.820 0.132
O -2.165 3.911 3.063
O -1.279 -0.867 -0.313
H -0.702 -0.392 -3.125
O -0.413 3.150 -3.241
H -4.374 1.149 -0.519
O 3.793 2.113 -1.858
H -3.265 0.444 -1.500
H -2.360 2.978 3.235
O 1.763 0.737 0.208
H -1.037 3.882 -3.449
O -1.773 -3.244 2.172
O 3.382 -2.051 -2.788
H -0.743 4.362 -0.141
H 3.973 -1.390 1.797
H -1.363 -0.081 -4.290
H 0.431 -2.396 5.165
O -3.604 0.594 -0.613
H 0.620 -2.777 -1.148
O 2.494 -3.523 1.653
O -3.609 -1.417 2.959
O 2.282 0.500 -3.671
H 3.365 -1.167 -3.243
O -1.764 2.212 0.133
H -4.624 -1.908 -2.278
H -1.993 -3.929 1.515
H -2.084 1.365 -0.244
H 4.170 -0.269 0.933
H 0.554 0.540 2.317
H 1.979 -2.709 1.786
H -0.418 -0.489 0.074
H 4.555 1.551 -1.700
H 3.297 -3.035 1.368
O 0.594 -0.382 2.068
O -0.914 -3.309 -0.506
O 1.293 -2.126 -0.858
H 0.892 -0.907 2.815
H 0.599 3.975 -0.461
H 1.048 3.059 2.371
H 0.110 -2.766 3.864
O -3.705 -1.759 -2.049
H -2.729 -2.982 2.286
H 1.780 -1.891 -1.680
```



[2]
Here is a molecular structure, C4H10KO2 from the Open Molecules 2025 dataset. Energies are from ωB97M-V/def2-TZVPD.

The HOMO energy comes out at -13.13 eV. The value obtained for the LUMO energy is -4.0 eV. The net charge is +1. The value obtained for the gap between HOMO and LUMO is 9.099 eV.

```
17
C4H10KO2 | the Open Molecules 2025 dataset | ωB97M-V/def2-TZVPD
C -0.893 -0.655 -0.898
K 0.844 1.366 4.263
H -2.140 0.395 1.272
H 0.321 0.320 -2.382
C -0.994 -1.031 0.580
O 1.641 0.586 0.705
H -0.050 -1.485 0.937
C 1.013 1.061 -0.488
C 0.448 -0.065 -1.352
H -1.700 0.071 -1.111
H 1.206 -0.871 -1.385
H 2.478 0.152 0.436
O -1.219 0.098 1.428
H 1.729 1.662 -1.081
H -1.090 -1.564 -1.499
H -1.800 -1.778 0.720
H 0.207 1.738 -0.146
```



Please write out number 1 again, unchanged.
Here is 21 unconnected molecules or ions with the total composition H42O21 in a non-equilibrium geometry from the Open Molecules 2025 dataset. Energies are from ωB97M-V/def2-TZVPD.

The HOMO energy comes out at -10.24 eV. The value obtained for the LUMO energy is -0.3 eV. The net charge is 0. The value obtained for the gap between HOMO and LUMO is 9.990 eV.

```
63
H42O21 | the Open Molecules 2025 dataset | ωB97M-V/def2-TZVPD
H 3.978 2.942 -1.399
H 2.109 2.762 1.288
H 2.121 -0.092 -0.120
H -1.077 2.782 -2.630
H -3.805 -0.563 2.562
O 0.567 -2.011 4.274
O -1.314 0.306 -3.392
H 2.040 1.450 -0.387
H 2.672 1.374 -3.605
H -1.673 -0.599 0.546
H 2.913 -2.655 -3.370
H -3.473 -1.204 3.898
H -1.695 -2.808 -0.717
O 3.773 -0.412 1.809
H 1.444 0.506 -3.193
H -3.462 -2.405 -1.369
H -1.838 3.822 2.160
O 1.636 3.485 1.727
H -0.481 -2.998 0.290
O 0.022 4.743 -0.613
H -2.511 2.820 0.132
O -2.165 3.911 3.063
O -1.279 -0.867 -0.313
H -0.702 -0.392 -3.125
O -0.413 3.150 -3.241
H -4.374 1.149 -0.519
O 3.793 2.113 -1.858
H -3.265 0.444 -1.500
H -2.360 2.978 3.235
O 1.763 0.737 0.208
H -1.037 3.882 -3.449
O -1.773 -3.244 2.172
O 3.382 -2.051 -2.788
H -0.743 4.362 -0.141
H 3.973 -1.390 1.797
H -1.363 -0.081 -4.290
H 0.431 -2.396 5.165
O -3.604 0.594 -0.613
H 0.620 -2.777 -1.148
O 2.494 -3.523 1.653
O -3.609 -1.417 2.959
O 2.282 0.500 -3.671
H 3.365 -1.167 -3.243
O -1.764 2.212 0.133
H -4.624 -1.908 -2.278
H -1.993 -3.929 1.515
H -2.084 1.365 -0.244
H 4.170 -0.269 0.933
H 0.554 0.540 2.317
H 1.979 -2.709 1.786
H -0.418 -0.489 0.074
H 4.555 1.551 -1.700
H 3.297 -3.035 1.368
O 0.594 -0.382 2.068
O -0.914 -3.309 -0.506
O 1.293 -2.126 -0.858
H 0.892 -0.907 2.815
H 0.599 3.975 -0.461
H 1.048 3.059 2.371
H 0.110 -2.766 3.864
O -3.705 -1.759 -2.049
H -2.729 -2.982 2.286
H 1.780 -1.891 -1.680
```